Density functional theory data (ωB97M-V with the def2-TZVPD basis set) for a molecular structure, C17H27N2O2PSr in a non-equilibrium geometry.

```
50
Properties=species:S:1:pos:R:3
C -2.36 0.70 -3.41
C -2.11 -0.48 -2.71
C -1.35 -0.47 -1.52
C -0.90 0.73 -1.00
C -1.07 1.89 -1.73
C -1.81 1.89 -2.93
C -1.22 -1.76 -0.77
C 0.07 -2.63 -0.98
N 1.37 -2.05 -0.94
Sr -1.07 1.21 1.90
C -0.55 3.20 -1.16
P 1.10 3.05 -0.37
H -2.54 -1.41 -3.08
H -2.00 2.84 -3.45
H -2.93 0.69 -4.34
H -1.24 3.58 -0.38
H -0.42 4.01 -1.90
H -1.36 -1.66 0.32
H -2.04 -2.45 -1.09
H 0.07 -3.37 -0.16
C 2.01 4.53 0.21
C 2.21 2.57 -1.76
H -0.03 -3.17 -1.96
C 1.90 -1.31 -2.04
C 2.25 -2.33 0.17
H 0.52 2.82 0.98
H 2.47 -1.97 -2.74
H 1.09 -0.81 -2.61
H 2.61 -0.54 -1.67
H 2.88 -3.22 -0.03
H 2.93 -1.48 0.34
H 1.66 -2.52 1.08
H 2.37 3.43 -2.42
H 3.17 2.23 -1.37
H 1.74 1.76 -2.33
H 2.24 5.16 -0.68
H 1.41 5.12 0.92
H 2.96 4.28 0.72
H 1.19 1.71 0.14
O -0.93 0.44 4.20
C -1.13 -0.81 3.99
C -1.48 -1.85 5.01
C -1.63 -3.12 4.18
C -1.20 -2.71 2.77
O -1.00 -3.50 1.86
N -1.07 -1.31 2.71
H -0.69 -1.95 5.77
H -2.42 -1.58 5.50
H -1.02 -3.95 4.57
H -2.68 -3.45 4.18
```

Summary:
E_tot: -35263.8325 eV
max |F|: 3.42 eV/Å



Density functional theory data (ωB97M-V with the def2-TZVPD basis set) for 3 unconnected molecules or ions with the total composition C17H27N2O3P in a non-equilibrium geometry.

```
50
Properties=species:S:1:pos:R:3
C -5.39 1.49 -0.46
O -5.69 2.60 -1.28
C -4.61 3.52 -1.37
C -3.28 2.95 -1.93
C -2.21 4.10 -1.82
N -0.91 3.49 -1.48
O -3.31 2.61 -3.30
C -3.86 1.32 -3.54
P -2.72 -0.13 -3.21
N -1.85 -0.34 -4.73
O -1.54 0.31 -2.08
H -5.33 0.57 -1.07
H -6.18 1.30 0.29
H -4.44 1.58 0.09
H -4.39 3.85 -0.33
H -4.88 4.43 -1.92
H -2.91 2.15 -1.27
H -2.18 4.58 -2.82
H -2.57 4.82 -1.07
H -0.27 3.70 -2.23
H -0.57 3.87 -0.61
H -4.81 1.12 -3.02
H -4.10 1.29 -4.62
H -1.26 -1.14 -4.56
H -1.26 0.49 -4.81
H -1.25 1.22 -2.25
C 0.36 -1.89 1.20
C 1.37 -2.72 1.68
C 2.29 -3.27 0.79
C 2.21 -2.98 -0.56
C 1.20 -2.15 -1.04
C 0.27 -1.61 -0.16
H -0.36 -1.47 1.89
H 1.44 -2.94 2.73
H 3.08 -3.92 1.16
H 2.93 -3.41 -1.25
H 1.14 -1.93 -2.10
H -0.52 -0.97 -0.53
C 5.32 -2.99 5.43
C 4.24 -2.59 4.65
C 4.45 -1.81 3.52
C 5.74 -1.43 3.17
C 6.82 -1.83 3.95
C 6.61 -2.61 5.08
H 5.16 -3.59 6.31
H 3.24 -2.89 4.92
H 3.61 -1.49 2.92
H 5.91 -0.82 2.29
H 7.83 -1.54 3.67
H 7.45 -2.91 5.69
```

Summary:
E_tot: -36477.4401 eV
SMILES: COC[C@H](CN)OCP(N)O.c1ccccc1.c1ccccc1
max |F|: 2.26 eV/Å



Density functional theory data (ωB97M-V with the def2-TZVPD basis set) for 2 unconnected molecules or ions with the total composition C17H27N2O7 in a non-equilibrium geometry.

```
53
Properties=species:S:1:pos:R:3
C 2.62 1.16 1.79
C 1.79 -0.08 1.72
C 0.36 0.00 1.92
C -0.42 -1.25 1.92
C -1.79 -1.03 1.27
C -2.48 0.07 2.03
O -1.70 1.30 2.01
C -0.35 1.29 1.88
O 0.21 2.37 1.72
O 2.32 -1.19 1.50
H 2.01 2.02 1.47
H 2.93 1.33 2.83
H 3.50 1.02 1.16
H 0.15 -2.01 1.38
H -0.53 -1.59 2.96
H -1.63 -0.75 0.22
H -2.37 -1.95 1.30
H -3.45 0.33 1.58
H -2.64 -0.19 3.08
C 4.91 -3.84 4.60
C 4.18 -3.42 3.34
C 4.91 -2.23 2.76
C 4.09 -4.54 2.30
O 2.77 -3.09 3.60
C 2.50 -2.11 4.47
N 1.20 -1.58 4.15
N 0.69 -0.85 5.03
C 0.28 -1.54 6.22
O 0.28 -2.75 6.37
O -0.11 -0.60 7.09
C -0.96 -1.04 8.22
C -0.24 -2.10 9.02
C -2.28 -1.59 7.68
C -1.21 0.21 9.04
O 3.19 -1.70 5.39
H 4.53 -4.80 4.98
H 5.98 -3.95 4.41
H 4.77 -3.06 5.36
H 4.27 -1.69 2.05
H 5.21 -1.56 3.58
H 5.81 -2.56 2.23
H 3.43 -4.22 1.48
H 5.08 -4.77 1.88
H 3.69 -5.45 2.75
H 0.69 -1.68 9.43
H -0.87 -2.45 9.84
H 0.01 -2.94 8.37
H -2.77 -0.85 7.03
H -2.09 -2.51 7.10
H -2.96 -1.83 8.51
H -1.53 1.05 8.41
H -1.98 0.02 9.79
H -0.29 0.51 9.57
```

Summary:
energy relative to the best compared isomer or geometry (same formula, charge and spin): 30.14 kcal/mol
max |F|: 3.46 eV/Å
total charge: -1



Density functional theory data (ωB97M-V with the def2-TZVPD basis set) for a molecular structure, C17H27N2O7P2STi in a non-equilibrium geometry.

```
57
Properties=species:S:1:pos:R:3
Ti -1.69 0.59 -0.72
O -3.69 0.54 2.90
P -2.35 0.84 2.13
O -1.15 1.15 3.01
O -2.28 -0.21 0.97
O -2.94 2.17 1.33
P -1.82 3.23 0.61
O -0.72 3.41 1.71
O -2.38 4.52 0.16
O -1.20 2.37 -0.52
H -3.57 0.01 3.70
H -0.64 2.67 2.36
C 4.99 -4.49 0.60
C 3.88 -3.56 1.10
C 2.71 -3.36 0.10
C 1.49 -2.78 0.79
N 1.63 -1.35 1.11
C 1.44 -0.35 0.21
S 0.33 -0.61 -1.17
N 1.92 0.88 0.50
C 2.17 1.96 -0.49
C 3.69 2.08 -0.78
C 4.54 2.79 0.29
C 6.05 2.76 0.03
H 5.79 -4.47 1.36
H 5.43 -4.18 -0.36
H 4.61 -5.53 0.53
H 4.33 -2.63 1.43
H 3.41 -4.04 1.95
H 2.52 -4.33 -0.36
H 3.03 -2.68 -0.74
H 1.24 -3.31 1.73
H 0.58 -2.87 0.18
H 2.09 -1.15 2.00
H 2.47 0.99 1.36
H 1.70 2.88 -0.06
H 1.56 1.68 -1.36
H 3.82 2.74 -1.68
H 4.08 1.08 -1.06
H 4.33 2.39 1.30
H 4.19 3.85 0.39
H 6.44 1.76 0.14
H 6.62 3.38 0.70
H 6.12 3.04 -1.01
C -2.92 0.53 -2.17
C -4.13 0.38 -1.99
C -5.54 0.11 -1.92
C -5.93 -1.04 -1.20
C -7.22 -1.49 -1.22
C -8.18 -0.76 -1.99
C -7.81 0.34 -2.79
C -6.48 0.73 -2.82
H -5.14 -1.55 -0.61
H -7.51 -2.41 -0.70
H -9.22 -1.06 -1.95
H -8.51 0.84 -3.46
H -6.17 1.51 -3.53
```

Summary:
multiplicity: 2
energy relative to the best compared isomer or geometry (same formula, charge and spin): 1.78 kcal/mol
<S²>: 0.757
max |F|: 2.94 eV/Å